An isolated ion of composition C2H3N4 and charge +1. Source: OMol25; level of theory: ωB97M-V/def2-TZVPD.

```
9
Properties=species:S:1:pos:R:3
C -2.61212 -0.13885 1.48215
C -0.86825 0.66656 0.13757
N -1.76971 0.73875 0.88782
N -1.86850 -1.13631 1.51655
N -0.95183 -1.65267 0.93027
N 0.17167 1.06367 -0.47553
H -0.15403 -2.20493 1.26136
H 0.33254 0.99441 -1.49566
H 0.75050 1.66384 0.18876
```

* HOMO (alpha / beta): -14.83 / -14.83 eV
* energy relative to the best compared isomer or geometry (same formula, charge and spin): 59.2 kcal per mole
* Kohn-Sham gap (alpha / beta): 8.29 / 8.29 eV
* net charge: +1
* lowest unoccupied orbital energy (alpha / beta): -6.546 / -6.546 eV
* F_max: 2.29 eV Å⁻¹
* DFT total energy: -296.53097 hartree

Atomic partial charges in e from the Löwdin method, atoms 1 to 6:
1. C -0.028
2. C -0.141
3. N 0.190
4. N 0.018
5. N 0.208
6. N 0.228